No. 1
Formula: C6H14N2O
Source: the Open Molecules 2025 dataset
Level of theory: wB97M-V/def2-TZVPD

The geometry in ORCA input format:
```
! wB97M-V def2-TZVPD RIJCOSX def2/J DEFGRID3
* xyz 0 1
C -1.00695 -1.45809 -1.25510
C -1.06633 -0.25515 -0.38537
C -2.59100 0.41627 -0.30588
C -0.14590 0.39050 0.27840
C -0.28858 1.69581 0.98890
C 1.43947 -0.16047 0.06983
N 2.43126 0.51356 0.88691
N 1.53311 -1.58316 0.30978
O 1.75488 0.14927 -1.25179
H 0.00530 -1.81840 -1.39786
H -1.64186 -2.24172 -0.83979
H -1.39455 -1.21531 -2.24451
H -2.56820 1.40947 -0.74882
H -3.27376 -0.23324 -0.84531
H -2.93710 0.48737 0.72430
H -0.18173 2.51765 0.27846
H -1.25840 1.79976 1.47282
H 0.44994 1.82661 1.77734
H 2.49061 1.49973 0.66475
H 2.24083 0.40131 1.87504
H 2.50728 -1.86954 0.37173
H 1.03905 -1.85193 1.14987
H 2.46262 -0.42032 -1.57369
*
```

Properties
LUMO level: 0.9 eV
E_HOMO: -0.328 Eh
Orbital gap: 0.3598 hartree

---

No. 2
Formula: C24H27N6NiSb
Source: the Open Molecules 2025 dataset
Level of theory: wB97M-V/def2-TZVPD

The geometry in ORCA input format:
```
! wB97M-V def2-TZVPD RIJCOSX def2/J DEFGRID3
* xyz 2 3
Ni -0.01533 -0.27184 -0.14050
C 3.31974 -1.30829 0.62324
C 2.96442 -1.03130 -0.80575
C 3.84745 -1.34809 -1.83891
C 3.53413 -1.00655 -3.13633
C 2.38225 -0.25952 -3.38243
C 1.55284 0.04340 -2.32182
N 1.81306 -0.40766 -1.07466
Sb 0.24748 1.78128 -2.56100
C 0.85829 2.49089 -0.62099
C 1.36080 3.77218 -0.53032
C 1.70477 4.27538 0.72155
C 1.51339 3.47557 1.82377
C 0.99831 2.18766 1.66993
C 0.80151 1.31691 2.86804
N 0.68523 1.70105 0.46314
C -1.70177 1.23785 -1.75539
C -2.80005 1.64173 -2.49245
C -4.06554 1.51525 -1.92966
C -4.18506 0.99472 -0.65668
C -3.04539 0.58120 0.02791
C -3.11958 -0.01224 1.39849
N -1.83331 0.71224 -0.52339
H 3.55280 -2.36003 0.78990
H 2.52170 -1.00425 1.29519
H 4.21907 -0.74372 0.87583
H 4.77576 -1.85230 -1.60536
H 4.19991 -1.26625 -3.94893
H 2.16387 0.10606 -4.37704
H 1.48049 4.37770 -1.41900
H 2.10639 5.27477 0.82277
H 1.75562 3.82592 2.81797
H 0.26366 1.85274 3.65001
H 1.75974 1.00361 3.28603
H 0.23892 0.43495 2.59051
H -2.67656 2.06366 -3.48117
H -4.94269 1.83116 -2.47914
H -5.15332 0.89903 -0.18508
H -4.14506 -0.24378 1.67635
H -2.72069 0.69082 2.13346
H -2.53008 -0.92794 1.44478
C 1.06773 -3.62431 -0.31848
C 0.50498 -3.07592 0.94800
N 0.08579 -1.84628 1.23679
C -0.39052 -1.89945 2.53884
C -0.23629 -3.14708 3.03635
N 0.32908 -3.87255 2.01946
H 0.97985 -2.91877 -1.13532
H 0.53095 -4.53269 -0.59582
H 2.11792 -3.89065 -0.19622
H -0.83146 -1.05522 3.03568
H -0.47847 -3.57218 3.99364
H 0.57480 -4.84891 2.05799
C -2.99847 -3.34940 -2.23304
C -1.96222 -2.45927 -1.73764
N -1.14289 -1.75913 -1.34902
H -3.94731 -3.10944 -1.75543
H -2.73469 -4.38217 -2.01068
H -3.09803 -3.22895 -3.31084
*
```

Properties
LUMO level (spin up / spin down): -5.4 / -5.8 eV
E_HOMO (spin up / spin down): -0.539 / -0.539 Eh
Orbital gap (spin up / spin down): 0.3409 / 0.3255 hartree

---

No. 3
Formula: C11H10Cl5N4O3PtS2
Source: the Open Molecules 2025 dataset
Level of theory: wB97M-V/def2-TZVPD

The geometry in ORCA input format:
```
! wB97M-V def2-TZVPD RIJCOSX def2/J DEFGRID3
* xyz -1 3
Pt -1.68499 0.26785 -2.38340
Cl -3.83256 1.06834 -2.93302
C -0.20973 1.33072 -3.11974
C 0.33980 0.16111 -2.64713
C 1.65314 -0.00964 -2.56868
Cl 2.34648 -1.33190 -1.63520
C 2.50581 0.95953 -3.09841
Cl 4.21359 0.73692 -3.08390
C 1.93676 2.11288 -3.66664
Cl 2.96363 3.29371 -4.48590
C 0.55454 2.35560 -3.63519
Cl -0.06877 3.84588 -4.21850
C 0.37630 0.90992 4.12499
C 0.60223 -0.37758 3.41117
C 1.78038 -0.33861 2.47192
C -0.69859 -0.91327 2.78646
N -1.14848 -0.12845 1.65812
C -0.89666 -0.24857 0.37472
N -1.46023 0.71522 -0.27729
N -2.15467 1.44455 0.64483
N -1.96092 0.94007 1.78630
H 1.30667 1.27298 4.54270
H -0.36658 0.78207 4.90628
H -0.00866 1.75340 3.49709
H 0.89024 -1.11990 4.17149
H 1.66265 0.38583 1.65087
H 1.95727 -1.34819 2.12691
H 2.59806 0.01446 3.08867
H -1.53210 -0.82939 3.47095
H -0.55786 -1.93412 2.40162
H -0.31728 -1.05295 0.02030
O -3.31854 -3.91758 -1.87145
S -2.29969 -2.89912 -2.03175
O -2.79240 -1.54554 -1.56409
O -1.54593 -2.88957 -3.27406
S -0.83286 -3.46668 -0.64101
*
```

Properties
LUMO level (spin up / spin down): 2.2 / 0.2 eV
E_HOMO (spin up / spin down): -0.214 / -0.214 Eh
Orbital gap (spin up / spin down): 0.2966 / 0.2198 hartree

---

No. 4
Formula: C34H25FeN5O6PSSe2
Source: the Open Molecules 2025 dataset
Level of theory: wB97M-V/def2-TZVPD

The geometry in ORCA input format:
```
! wB97M-V def2-TZVPD RIJCOSX def2/J DEFGRID3
* xyz -1 5
Fe -1.31936 1.39925 -0.97227
O -4.32180 -0.78936 0.91243
C -3.64315 -0.06587 0.17416
N -2.69977 0.88631 0.51907
C -2.62275 1.56821 1.73602
O -3.19616 1.34529 2.78867
C -1.75382 2.82815 1.60398
C -1.45943 3.54916 2.73291
C -0.50228 4.55525 2.60936
C -0.02237 4.88297 1.35141
C -0.54189 4.23966 0.26311
N -1.39929 3.24297 0.38991
C -3.71029 -0.27034 -1.34770
C -4.26921 -1.48591 -1.80028
C -4.47528 -1.67150 -3.16000
C -4.02317 -0.70990 -4.03227
C -3.46198 0.41869 -3.50618
N -3.32963 0.67803 -2.20010
H -1.80892 3.27440 3.70221
H -0.21615 5.11158 3.46379
H 0.76310 5.64652 1.19735
H -0.33673 4.61472 -0.74158
H -4.56180 -2.20975 -1.04193
H -4.91089 -2.57793 -3.51687
H -4.03339 -0.80439 -5.11547
H -3.17893 1.19743 -4.19671
Se 2.63986 -0.53980 -2.97615
P 1.27314 -1.66192 -1.76663
Se -0.81939 -1.23778 -1.90457
C 1.79392 -1.69749 0.03641
C 2.97414 -1.09865 0.49212
C 3.40240 -1.42035 1.81162
C 2.67566 -2.26886 2.57381
C 1.42795 -2.76665 2.11454
C 1.01531 -2.48863 0.82534
C 1.52692 -3.50254 -2.05064
C 0.54333 -4.44297 -1.77433
C 0.75492 -5.80172 -1.98684
C 1.99488 -6.25669 -2.46007
C 2.94981 -5.32107 -2.76579
C 2.73194 -3.95589 -2.62711
H 3.56656 -0.43585 -0.14789
H 4.36447 -1.00042 2.11720
H 3.03482 -2.45759 3.60261
H 1.06487 -3.50744 2.78433
H 0.09527 -2.79456 0.38748
H -0.45729 -4.15122 -1.42434
H -0.00602 -6.48277 -1.64651
H 2.10750 -7.35841 -2.57095
H 3.86045 -5.59086 -3.31220
H 3.42333 -3.21065 -2.97925
O 2.18998 2.67792 0.45498
C 1.36423 1.82273 0.72906
O 0.50382 1.35041 -0.14978
C 1.28752 1.17105 2.10264
C 0.26461 0.30203 2.40881
C -0.03722 -0.03260 3.70963
C 0.78910 0.41343 4.73449
C 1.77524 1.31485 4.39388
C 2.05278 1.73936 3.13917
N 2.57545 1.85474 5.56278
O 3.36617 2.72546 5.36356
O 2.28690 1.45749 6.65620
H -0.32744 -0.16735 1.65654
H -0.82956 -0.73940 3.92473
H 0.63139 0.09308 5.72884
H 2.78609 2.53497 2.94521
S -0.88535 4.37546 -4.40284
C 0.21265 3.06748 -4.58936
C 0.10500 2.19982 -3.58136
N -0.88300 2.49018 -2.69925
C -1.52833 3.53400 -3.01869
H 0.91762 3.00309 -5.41018
H 0.70758 1.32865 -3.42319
H -2.22863 4.08032 -2.40111
*
```

Properties
LUMO level (spin up / spin down): 1.9 / 1.9 eV
E_HOMO (spin up / spin down): -0.180 / -0.180 Eh
Orbital gap (spin up / spin down): 0.2514 / 0.2513 hartree

---

No. 5
Formula: C3H7FO3
Source: the Open Molecules 2025 dataset
Level of theory: wB97M-V/def2-TZVPD

The geometry in ORCA input format:
```
! wB97M-V def2-TZVPD RIJCOSX def2/J DEFGRID3
* xyz 0 3
C 1.16566 -1.98321 -0.52356
C -2.64362 1.45130 0.80106
C 2.35905 0.02532 -0.50326
O 1.44322 0.72011 -0.25451
O 2.35595 -1.24279 -0.73020
O -1.28297 0.95835 0.45199
F 3.60198 0.37574 -0.91713
H 1.26260 -2.75915 0.31991
H 0.91981 -2.60515 -1.38176
H 0.51259 -1.20164 -0.07556
H -3.14037 0.50501 1.03271
H -3.07267 2.01104 0.01622
H -2.68488 2.06437 1.70468
H -0.79636 1.68070 0.05944
*
```

Properties
LUMO level (spin up / spin down): 0.8 / -4.5 eV
E_HOMO (spin up / spin down): -0.180 / -0.386 Eh
Orbital gap (spin up / spin down): 0.2102 / 0.2212 hartree